This record from the OMol25 dataset describes a 16-piece molecular cluster, C88H208O44 overall. The level of theory is ωB97M-V with the def2-TZVPD basis set.

The geometry in XYZ format:
```
340
Properties=species:S:1:pos:R:3
C -9.7817 -0.6883 8.0447
O -8.7475 -0.9819 7.1707
C -8.6029 0.0607 6.1976
C -7.2870 -0.0357 5.2930
O -7.1922 -1.4114 4.7613
C -6.0017 -1.7037 4.0268
C -6.2415 -1.5959 2.4659
O -7.0610 -2.6960 2.1788
C -7.4086 -2.7794 0.7487
H -10.7539 -0.6495 7.5532
H -9.5764 0.1204 8.7460
H -9.8260 -1.6228 8.6040
H -8.4443 1.0164 6.6971
H -9.4644 0.2353 5.5531
H -6.3780 0.2537 5.8202
H -7.4621 0.7103 4.5178
H -5.6586 -2.7300 4.1576
H -5.1856 -1.0504 4.3354
H -5.2637 -1.7342 2.0044
H -6.8059 -0.6946 2.2266
H -8.1330 -3.5484 0.4803
H -6.4436 -2.9054 0.2578
H -7.8457 -1.8298 0.4401
C 5.6288 -0.0638 -1.3294
O 5.5425 0.1229 0.0897
C 6.6784 0.7965 0.7550
C 7.0053 2.1757 0.2187
O 7.5465 2.0427 -1.1042
C 7.9487 3.1969 -1.7395
C 6.7663 4.0770 -2.1037
O 6.2989 4.8507 -1.0180
C 5.3000 5.8443 -1.3181
H 4.7275 -0.6486 -1.5128
H 6.5152 -0.6315 -1.6126
H 5.6745 0.8476 -1.9256
H 7.5729 0.1798 0.6674
H 6.4160 0.7276 1.8106
H 7.7210 2.7421 0.8145
H 6.0992 2.7771 0.2932
H 8.5842 2.8993 -2.5735
H 8.6672 3.7760 -1.1593
H 5.9563 3.4606 -2.4935
H 7.1147 4.6432 -2.9675
H 5.6873 6.5668 -2.0364
H 5.1524 6.3882 -0.3851
H 4.3612 5.3514 -1.5706
C -2.9805 -7.2427 -4.3442
O -2.4430 -6.0727 -3.7389
C -3.2231 -5.6194 -2.5979
C -2.5511 -4.4973 -1.8539
O -2.3735 -3.4733 -2.7905
C -1.0818 -2.9297 -2.9469
C -1.0569 -1.6378 -3.8503
O -1.8470 -0.5885 -3.2571
C -1.9317 0.6593 -4.0722
H -2.1903 -7.6729 -4.9595
H -3.7466 -7.0987 -5.1061
H -3.3739 -7.9664 -3.6302
H -3.3726 -6.3926 -1.8443
H -4.1932 -5.2992 -2.9781
H -1.5459 -4.7219 -1.4973
H -3.1629 -4.1774 -1.0105
H -0.4296 -3.6877 -3.3806
H -0.7153 -2.7084 -1.9445
H -1.4005 -1.9246 -4.8441
H -0.0417 -1.2648 -3.9855
H -2.6605 0.5809 -4.8789
H -1.0279 0.9392 -4.6134
H -2.2845 1.4824 -3.4508
C 1.1552 0.6857 9.0547
O 0.3482 -0.4196 8.6222
C -1.0621 -0.2363 8.8859
C -1.9347 -1.4411 8.4669
O -2.3614 -1.4758 7.0662
C -1.3788 -1.7624 6.1095
C -1.8825 -2.2570 4.7721
O -2.3778 -3.5803 4.8279
C -3.3018 -3.9386 5.8392
H 2.1747 0.3693 8.8341
H 0.9926 0.9738 10.0933
H 1.0150 1.5156 8.3620
H -1.4865 0.6661 8.4457
H -1.1134 -0.1955 9.9739
H -2.7780 -1.4964 9.1553
H -1.4312 -2.3706 8.7325
H -0.6528 -2.4821 6.4877
H -0.7190 -0.9088 5.9541
H -1.1184 -2.0978 4.0112
H -2.6388 -1.5920 4.3552
H -2.7524 -3.9368 6.7806
H -3.6952 -4.9489 5.7265
H -4.1176 -3.2194 5.9115
C -7.1454 3.9176 9.6139
O -7.3230 3.7334 8.2143
C -6.4716 4.5982 7.4414
C -6.5473 4.4661 5.9222
O -6.0424 3.2102 5.4131
C -4.5965 3.1104 5.3786
C -3.9740 1.9908 4.5226
O -4.4931 1.7591 3.2420
C -4.1241 2.7452 2.2723
H -7.5869 4.8770 9.8836
H -6.1093 3.9624 9.9494
H -7.6467 3.0944 10.1230
H -5.4320 4.4849 7.7489
H -6.6602 5.6415 7.6943
H -5.9831 5.3077 5.5203
H -7.6162 4.4585 5.7091
H -4.2478 3.0240 6.4077
H -4.1117 4.0058 4.9896
H -4.1981 1.0692 5.0598
H -2.9027 2.1851 4.4713
H -4.3582 2.3704 1.2758
H -3.1124 3.1482 2.2271
H -4.7377 3.6406 2.3713
C -2.0967 -4.3663 -6.3284
O -0.7330 -4.0200 -6.2019
C 0.2111 -4.7842 -6.9399
C 1.5899 -4.3068 -6.5210
O 1.7696 -3.0755 -7.2101
C 2.9085 -2.3785 -6.8245
C 3.0815 -1.0668 -7.6640
O 4.1617 -0.2346 -7.2130
C 4.6523 0.8400 -8.0107
H -2.7961 -4.1833 -5.5126
H -2.1629 -5.4346 -6.5344
H -2.4802 -3.9442 -7.2573
H 0.0212 -4.7808 -8.0132
H 0.1413 -5.8489 -6.7170
H 2.3467 -5.0169 -6.8546
H 1.6594 -4.0233 -5.4708
H 3.7674 -3.0197 -7.0229
H 2.9768 -2.1078 -5.7709
H 2.1435 -0.5121 -7.6858
H 3.2084 -1.3742 -8.7020
H 3.8465 1.4940 -8.3439
H 5.0966 0.3882 -8.8976
H 5.3846 1.4236 -7.4527
C -9.1688 -0.9891 -6.5323
O -7.7845 -0.9322 -6.1483
C -7.4199 -0.0350 -5.1567
C -6.1118 -0.3580 -4.5071
O -6.3042 -1.4467 -3.5332
C -5.1876 -1.9997 -2.8487
C -4.6278 -1.0991 -1.7251
O -5.6530 -0.8758 -0.7114
C -6.4919 0.2637 -1.0275
H -9.3463 -1.8608 -7.1622
H -9.3836 -0.0838 -7.1001
H -9.8939 -1.0840 -5.7240
H -8.1586 -0.0995 -4.3579
H -7.3687 0.9881 -5.5292
H -5.7082 0.4757 -3.9325
H -5.3805 -0.6795 -5.2486
H -4.4784 -2.2526 -3.6369
H -5.6153 -2.9060 -2.4201
H -4.2601 -0.1581 -2.1341
H -3.8463 -1.5722 -1.1303
H -7.0062 0.0514 -1.9648
H -5.9441 1.2052 -0.9876
H -7.2100 0.1954 -0.2103
C 1.7886 -8.1141 -6.1153
O 2.0463 -7.1525 -5.0903
C 1.0719 -7.1263 -4.0056
C 1.5516 -6.2202 -2.8764
O 2.5518 -6.8938 -2.1357
C 3.3133 -6.0768 -1.2234
C 2.4935 -5.2256 -0.2419
O 1.7563 -4.2188 -0.9028
C 2.5651 -3.0724 -1.2013
H 2.5727 -8.0994 -6.8724
H 0.8184 -7.9618 -6.5882
H 1.8805 -9.1513 -5.7930
H 0.9630 -8.1074 -3.5434
H 0.1375 -6.7174 -4.3900
H 0.6784 -5.9558 -2.2800
H 2.0225 -5.3056 -3.2366
H 4.0201 -5.4449 -1.7612
H 3.9946 -6.6845 -0.6280
H 3.1327 -4.9180 0.5857
H 1.7810 -5.8741 0.2679
H 3.0082 -2.6593 -0.2951
H 2.0223 -2.3672 -1.8307
H 3.4194 -3.3687 -1.8099
C 13.4623 3.8455 -5.2713
O 12.7500 3.0938 -4.3743
C 13.2135 1.7789 -4.2728
C 12.2109 1.0309 -3.3343
O 10.9054 0.8754 -3.9010
C 10.0599 0.0951 -3.0545
C 8.7730 -0.3407 -3.7502
O 7.9857 0.8428 -4.0635
C 6.7691 0.5807 -4.7821
H 14.4330 4.0435 -4.8166
H 12.9681 4.7865 -5.5133
H 13.6134 3.3511 -6.2309
H 14.2307 1.8580 -3.8892
H 13.3350 1.2484 -5.2172
H 12.1337 1.5102 -2.3584
H 12.6828 0.0517 -3.2532
H 9.8560 0.6489 -2.1381
H 10.6342 -0.7267 -2.6269
H 8.2229 -1.0772 -3.1645
H 8.9812 -0.9059 -4.6586
H 6.2420 1.5101 -4.9978
H 6.1043 -0.0823 -4.2283
H 6.9686 0.1847 -5.7778
C 2.6822 0.3914 -3.9272
O 2.5558 0.3872 -2.4669
C 2.5954 1.6826 -1.9112
C 2.2141 1.6342 -0.4476
O 0.8469 1.4187 -0.2713
C 0.1914 0.3060 -0.9000
C -1.2224 -0.0331 -0.3220
O -1.2745 0.0681 1.0986
C -2.4268 -0.4309 1.5382
H 3.5087 1.0357 -4.2268
H 1.7632 0.6907 -4.4311
H 2.8637 -0.6192 -4.2930
H 1.9262 2.4126 -2.3666
H 3.5872 2.1349 -1.9069
H 2.5452 2.6018 -0.0705
H 2.8221 0.8069 -0.0816
H 0.8208 -0.5833 -0.8660
H 0.0310 0.5694 -1.9454
H -1.4349 -1.0560 -0.6329
H -1.9430 0.6588 -0.7581
H -3.2709 0.1295 1.1363
H -2.4980 -0.2938 2.6172
H -2.4756 -1.4893 1.2820
C 1.1391 -2.0158 2.1587
O 1.3709 -1.5360 3.4746
C 1.3170 -0.1342 3.5705
C 1.8527 0.3662 4.9988
O 3.2469 0.2975 5.0785
C 3.9328 0.4242 6.3296
C 5.4282 -0.0290 6.2173
O 5.3597 -1.4199 6.0518
C 6.6892 -1.9879 5.9981
H 0.1016 -1.9629 1.8284
H 1.3676 -3.0802 2.2132
H 1.8473 -1.6019 1.4410
H 0.2672 0.1525 3.5090
H 1.8283 0.3865 2.7608
H 1.4642 -0.2466 5.8122
H 1.6048 1.3869 5.2901
H 3.3734 -0.1848 7.0397
H 3.7991 1.4371 6.7094
H 6.0603 0.2958 7.0437
H 5.8093 0.5132 5.3520
H 7.1142 -1.7507 5.0228
H 6.6979 -3.0760 6.0612
H 7.2355 -1.6475 6.8777
C -2.8675 4.3090 -0.6163
O -3.0282 4.4153 -2.0184
C -4.0186 3.5312 -2.5030
C -4.0962 3.6049 -4.0307
O -5.3845 2.9992 -4.4417
C -5.6767 3.3092 -5.8236
C -4.7696 2.5167 -6.7904
O -3.3633 2.9370 -6.9271
C -3.3029 4.1112 -7.7727
H -3.8269 4.3509 -0.1006
H -2.1959 5.0911 -0.2622
H -2.2789 3.4560 -0.2788
H -5.0001 3.8394 -2.1427
H -3.9394 2.4779 -2.2338
H -3.2050 3.1628 -4.4761
H -4.0793 4.6467 -4.3507
H -5.6034 4.3889 -5.9540
H -6.7180 3.0554 -6.0221
H -5.3161 2.4379 -7.7302
H -4.6836 1.5097 -6.3821
H -2.2600 4.4196 -7.8456
H -3.9112 4.9447 -7.4215
H -3.7076 3.9074 -8.7641
C -1.0044 3.8386 6.3729
O -0.9093 4.4855 5.1410
C 0.4789 4.8004 4.8374
C 0.7453 5.4887 3.4629
O 0.1284 4.7974 2.3777
C 0.0719 3.3525 2.4043
H -0.7209 4.5387 7.1588
H -0.3314 2.9818 6.4064
H -1.9871 3.5005 6.7018
H 1.1574 3.9510 4.9164
H 0.8071 5.5029 5.6034
H 1.7936 5.5216 3.1661
H 0.4572 6.5397 3.4847
H 0.9467 2.8256 2.7853
H -0.3020 2.9522 1.4620
H -0.7754 3.1585 3.0620
C 1.2665 5.1402 -0.8769
O 1.4195 5.0548 -2.2699
C 0.1125 4.6737 -2.8396
C 0.0506 4.4718 -4.4041
O 1.0424 3.5378 -4.8139
C 0.9196 3.2041 -6.1388
H 2.1970 5.5956 -0.5380
H 1.1065 4.1602 -0.4273
H 0.4494 5.7994 -0.5838
H -0.5588 5.5162 -2.6735
H -0.3154 3.8028 -2.3431
H 0.1567 5.4502 -4.8727
H -0.9717 4.1344 -4.5746
H 0.0141 2.7148 -6.4977
H 1.7256 2.5299 -6.4285
H 1.0073 4.0947 -6.7611
C -3.7303 -4.8128 1.8397
O -3.2146 -5.9754 1.1621
C -2.0567 -6.5446 1.8321
C -1.4821 -7.7379 1.0471
O -0.1930 -8.0594 1.5271
C 0.5074 -9.0707 0.7625
H -4.6476 -4.4532 1.3736
H -2.9229 -4.0809 1.8143
H -3.9984 -5.0030 2.8789
H -2.4300 -6.8735 2.8019
H -1.3303 -5.7522 2.0128
H -1.3566 -7.5589 -0.0208
H -2.1657 -8.5763 1.1808
H 1.3458 -9.4462 1.3492
H 0.8543 -8.6698 -0.1899
H -0.1141 -9.9131 0.4588
C 3.5262 7.2841 6.5759
O 3.7098 6.2429 5.6602
C 4.6684 5.2167 6.0087
C 4.3600 3.8725 5.3047
O 4.5572 4.0405 3.8748
C 4.2974 2.7955 3.1376
H 3.2821 6.8412 7.5415
H 2.7263 7.9187 6.1945
H 4.4614 7.8379 6.6577
H 4.6482 5.0478 7.0854
H 5.6793 5.6203 5.9503
H 3.3588 3.5293 5.5655
H 5.0568 3.1456 5.7221
H 3.2931 2.4323 3.3556
H 5.0182 2.0465 3.4655
H 4.3287 3.0068 2.0687
```

Its LUMO energy is 0.017 Eh. The largest force on an atom comes out at 3.8 eV/Å. For the frontier orbital gap, the calculation gives 9.2 eV. The calculation puts the HOMO energy at -8.733 eV.